No. 1
{
  "formula": "C5H12N2O",
  "method": "ωB97M-V/def2-TZVPD",
  "e_tot_ev": -10405.190,
  "e_homo_ev": -8.63,
  "relative_energy_kcal_mol": 74.57,
  "largest_force_ev_per_a": 3.24,
  "symbols": ["C", "O", "C", "C", "C", "C", "N", "N", "H", "H", "H", "H", "H", "H", "H", "H", "H", "H", "H", "H"],
  "coordinates": [[1.8669, -1.6233, 0.4588], [1.5339, -0.6813, -0.5667], [0.8470, 0.4612, -0.0497], [1.0858, 1.6106, -1.0447], [-0.6892, 0.2041, -0.0286], [-1.5028, 0.8342, 1.0089], [-1.0167, -0.7624, -0.7995], [-2.3648, -1.0507, -0.9020], [0.9527, -2.0285, 0.9748], [2.4981, -1.1444, 1.2536], [2.4929, -2.3609, -0.0161], [1.2161, 0.8595, 0.9207], [2.0828, 1.5929, -1.3614], [0.8281, 2.5581, -0.6336], [0.5935, 1.4573, -1.9709], [-1.2683, 1.9304, 1.2880], [-2.5617, 0.8809, 0.8315], [-1.3081, 0.3324, 2.0051], [-2.8794, -1.1195, -0.0184], [-2.4069, -1.9508, -1.3499]]
}

No. 2
{
  "formula": "C55H62CdCl2N3O6P2",
  "method": "ωB97M-V/def2-TZVPD",
  "e_tot_ev": -122979.560,
  "e_homo_ev": -10.71,
  "relative_energy_kcal_mol": 66.73,
  "total_charge": 1,
  "largest_force_ev_per_a": 4.48,
  "symbols": ["Cd", "C", "C", "C", "C", "C", "C", "C", "C", "P", "C", "C", "C", "C", "C", "C", "C", "C", "C", "C", "C", "C", "C", "O", "C", "C", "C", "C", "C", "C", "P", "C", "C", "C", "C", "C", "C", "C", "C", "C", "C", "C", "C", "H", "H", "H", "H", "H", "H", "H", "H", "H", "H", "H", "H", "H", "H", "H", "H", "H", "H", "H", "H", "H", "H", "H", "H", "H", "H", "H", "H", "H", "H", "H", "H", "O", "H", "H", "O", "H", "H", "O", "H", "H", "O", "H", "H", "Cl", "C", "C", "C", "C", "C", "O", "C", "C", "C", "C", "C", "C", "Cl", "C", "C", "C", "N", "C", "N", "C", "N", "H", "H", "H", "H", "H", "H", "H", "H", "H", "H", "H", "H", "H", "H", "H", "H", "H", "H", "H", "H", "H", "H"],
  "coordinates": [[-14.3063, 3.8185, 18.3262], [-11.1062, 1.3866, 14.8494], [-11.3711, 2.6191, 13.9716], [-10.5612, 2.4540, 12.6503], [-12.8332, 2.8723, 13.8177], [-13.5194, 2.7913, 12.6396], [-14.8752, 3.1462, 12.5232], [-15.5639, 3.6860, 13.6270], [-14.8500, 3.9199, 14.8057], [-15.6025, 4.6071, 16.2734], [-15.7254, 6.3887, 16.0976], [-15.7817, 7.1252, 17.2657], [-15.7344, 8.5429, 17.1983], [-15.7743, 9.1150, 15.9519], [-15.7481, 8.4404, 14.7663], [-15.7330, 7.0612, 14.8374], [-17.2995, 3.9525, 16.3460], [-18.3777, 4.9099, 16.4688], [-19.6672, 4.4305, 16.4484], [-19.9334, 3.0618, 16.2828], [-18.8783, 2.2201, 16.1841], [-17.5148, 2.6062, 16.2423], [-13.5005, 3.5755, 14.8652], [-12.8560, 3.6584, 16.0783], [-11.5658, 4.1136, 15.9812], [-11.0765, 4.9500, 16.9184], [-9.8427, 5.5336, 16.7141], [-9.0956, 5.2776, 15.5427], [-9.6484, 4.3220, 14.6568], [-10.8394, 3.7560, 14.8895], [-11.9221, 4.9692, 18.5782], [-10.9701, 3.7647, 19.5025], [-9.7168, 3.2671, 19.0353], [-8.9326, 2.5126, 19.8558], [-9.3787, 2.1130, 21.1464], [-10.6694, 2.3684, 21.5183], [-11.4667, 3.1880, 20.7100], [-11.7974, 6.6543, 19.2856], [-11.1129, 6.9969, 20.4603], [-11.1955, 8.3259, 20.9455], [-11.7526, 9.2977, 20.1667], [-12.3913, 8.9377, 18.9514], [-12.4494, 7.6760, 18.5162], [-11.6863, 0.5650, 14.4683], [-11.4864, 1.4191, 15.8832], [-10.0620, 1.2118, 14.8062], [-10.9316, 1.7644, 11.9267], [-9.5804, 2.1660, 12.8797], [-10.4753, 3.4512, 12.1568], [-13.0580, 2.3966, 11.7087], [-15.5184, 3.1558, 11.6032], [-16.5931, 3.8721, 13.5911], [-15.9173, 6.5642, 18.1750], [-15.7657, 9.0829, 18.1125], [-15.8379, 10.2867, 15.8863], [-15.7616, 8.9774, 13.8377], [-15.6119, 6.4317, 13.9302], [-18.2155, 6.0005, 16.5507], [-20.5588, 5.0755, 16.4157], [-20.9037, 2.6590, 16.2167], [-19.1047, 1.1908, 16.0204], [-16.7136, 1.9586, 15.8425], [-9.5309, 6.1056, 17.5528], [-8.0352, 5.5746, 15.3141], [-9.1075, 4.0936, 13.7294], [-9.1771, 3.5917, 18.1302], [-7.8550, 2.3459, 19.6155], [-8.7542, 1.5217, 21.7749], [-11.0667, 2.0179, 22.4379], [-12.4498, 3.3324, 21.0414], [-10.4640, 6.1919, 20.9938], [-10.8473, 8.4540, 21.9456], [-11.9185, 10.3050, 20.5732], [-12.9029, 9.7186, 18.3871], [-13.0838, 7.3065, 17.7128], [-17.3895, 2.9804, 19.4440], [-17.2266, 2.8319, 18.5152], [-18.2845, 3.3978, 19.4790], [-14.8582, 0.3657, 15.7809], [-14.7009, -0.5704, 15.9227], [-14.4865, 0.7331, 16.6263], [-13.7763, 5.4786, 22.4772], [-13.3938, 6.2633, 22.8177], [-13.5594, 4.7204, 23.0568], [-14.8431, 4.8452, 20.2772], [-15.6169, 4.4619, 20.7120], [-14.0519, 4.7488, 20.8407], [-14.0670, 1.5016, 18.9493], [-16.4639, -0.7030, 20.4267], [-17.5910, -0.6320, 21.4923], [-18.8201, -0.3514, 20.6571], [-17.9340, -1.9517, 22.2649], [-17.2415, 0.5214, 22.5212], [-16.7650, 1.6894, 21.8542], [-18.3026, 1.0293, 23.4675], [-19.4766, 1.9761, 23.0459], [-19.1925, 3.2811, 22.3296], [-20.0656, 3.6679, 21.3155], [-19.8232, 4.7896, 20.5659], [-18.8290, 5.6638, 20.8692], [-18.5840, 7.0685, 19.8872], [-18.0125, 5.3724, 21.9697], [-18.1666, 4.2076, 22.6820], [-15.9675, 0.0224, 23.3926], [-15.0481, 1.0957, 23.7762], [-14.2703, 1.8618, 22.9971], [-13.7442, 2.7918, 23.7390], [-14.2811, 2.6158, 24.9633], [-15.0839, 1.5957, 25.0572], [-16.7215, -1.4079, 19.6718], [-15.5066, -0.7692, 20.8345], [-16.4522, 0.2652, 19.9286], [-18.9661, -1.2262, 19.9761], [-18.7449, 0.5602, 20.0691], [-19.6938, -0.2747, 21.2936], [-18.1074, -2.7346, 21.5915], [-18.8597, -1.8191, 22.8161], [-17.2815, -2.2013, 23.0715], [-17.1930, 1.7839, 20.9576], [-17.6688, 1.4500, 24.1865], [-18.7854, 0.1874, 23.9365], [-19.9664, 2.1776, 24.0318], [-20.1087, 1.4137, 22.3592], [-20.9692, 3.0438, 21.0598], [-20.5533, 4.9871, 19.7826], [-17.2775, 6.1465, 22.2365], [-17.4784, 3.8368, 23.4293], [-15.4086, -0.6565, 22.7619], [-16.2593, -0.4296, 24.3118], [-14.2141, 1.8425, 21.9020], [-14.0891, 3.2182, 25.8180]]
}

No. 3
{
  "formula": "C2H5N2S3",
  "method": "ωB97M-V/def2-TZVPD",
  "e_tot_ev": -37631.678,
  "e_homo_ev": [-12.82, -12.82],
  "relative_energy_kcal_mol": 43.74,
  "total_charge": 1,
  "largest_force_ev_per_a": 3.71,
  "symbols": ["N", "C", "S", "N", "S", "C", "S", "H", "H", "H", "H", "H"],
  "coordinates": [[-1.0883, 1.0559, 0.0422], [-0.1094, 0.1395, -0.6705], [-0.7447, -1.6129, -0.5430], [0.3526, -1.8012, 0.7728], [1.9577, -1.2129, 0.5454], [1.2823, 0.2483, -0.0293], [1.7884, 1.8451, 0.0943], [-1.2608, 0.6670, 1.0483], [-2.0259, 1.0988, -0.6145], [-0.5452, 2.0106, 0.0649], [-0.0196, 0.2814, -1.7197], [0.4129, -2.7196, 1.0090]]
}

No. 4
{
  "formula": "C10H17NO2Si",
  "method": "ωB97M-V/def2-TZVPD",
  "e_tot_ev": -24107.667,
  "e_homo_ev": -9.93,
  "relative_energy_kcal_mol": 0.00,
  "largest_force_ev_per_a": 4.21,
  "symbols": ["C", "C", "C", "C", "Si", "C", "C", "O", "C", "N", "C", "O", "C", "C", "H", "H", "H", "H", "H", "H", "H", "H", "H", "H", "H", "H", "H", "H", "H", "H", "H"],
  "coordinates": [[3.2039, -1.6500, -1.1282], [3.5866, -0.9457, 0.1296], [2.5405, 0.1014, 0.4207], [1.1622, -0.4908, 0.1921], [-0.3528, 0.7693, 0.4680], [0.2086, 1.6352, 2.0098], [-0.3700, 1.7793, -1.0854], [-1.8107, 0.2435, 1.1032], [-2.8824, 0.1425, 0.3743], [-3.2475, 0.7214, -0.7302], [-4.5025, 0.1985, -1.1800], [-5.1116, 0.6377, -2.0928], [-4.7715, -1.0030, -0.3131], [-3.8724, -0.9856, 0.7086], [3.2693, -1.0057, -2.0136], [3.9887, -2.3611, -1.3415], [2.2261, -2.1503, -1.2722], [4.6330, -0.6032, -0.0066], [3.5894, -1.8239, 0.8996], [2.6514, 0.3305, 1.4632], [2.7974, 1.0334, -0.1636], [1.1166, -1.3850, 0.8571], [1.2355, -0.8995, -0.7691], [0.1873, 0.7994, 2.7833], [1.2947, 1.7359, 2.0940], [-0.3288, 2.6163, 2.1517], [-1.3770, 1.7877, -1.5143], [-0.0130, 2.8278, -1.0692], [0.2995, 1.2520, -1.8297], [-5.5606, -1.6467, -0.6104], [-3.7899, -1.6614, 1.4647]]
}